{"formula": "C26H53BrClN2O3S2", "method": "ωB97M-V with the def2-TZVPD basis set", "symbols": ["Br", "Cl", "S", "S", "O", "O", "O", "N", "N", "C", "C", "C", "C", "C", "C", "C", "C", "C", "C", "C", "C", "C", "C", "C", "C", "C", "C", "C", "C", "C", "C", "C", "C", "C", "C", "H", "H", "H", "H", "H", "H", "H", "H", "H", "H", "H", "H", "H", "H", "H", "H", "H", "H", "H", "H", "H", "H", "H", "H", "H", "H", "H", "H", "H", "H", "H", "H", "H", "H", "H", "H", "H", "H", "H", "H", "H", "H", "H", "H", "H", "H", "H", "H", "H", "H", "H", "H", "H"], "xyz": [[-2.755, -0.722, -2.253], [-2.725, -2.743, 1.106], [-3.160, 1.121, 2.447], [-3.884, 2.735, -3.599], [-4.900, 2.176, -2.514], [-3.283, 1.655, -4.311], [-4.533, 3.754, -4.353], [-6.246, -0.044, 1.651], [-2.013, -0.184, 1.830], [3.079, 3.830, 0.809], [-4.176, -0.618, 0.544], [2.684, 3.034, -0.451], [-1.265, 0.679, -0.300], [-0.351, -1.794, 2.957], [-0.849, 0.561, 1.181], [0.946, -1.088, 3.376], [1.692, -3.259, -2.142], [-1.831, -0.750, -0.542], [-1.620, -0.960, 3.082], [-2.709, 3.518, -2.531], [3.871, 0.782, -0.240], [-2.704, -0.992, 0.723], [4.276, 4.762, 0.583], [0.563, -3.818, -1.267], [-5.128, -1.004, 1.690], [2.142, -1.717, 2.643], [-0.746, -3.032, -1.386], [2.547, 1.534, -0.196], [-1.624, 2.609, -1.940], [4.699, -1.608, -0.768], [-0.589, -1.662, -0.736], [4.093, -2.347, -1.950], [-2.077, 1.944, -0.638], [3.078, -3.411, -1.501], [3.678, -0.730, -0.018], [2.241, -1.325, 1.631], [3.961, 5.697, 0.131], [0.081, 0.016, 1.252], [-0.957, -2.952, -2.448], [2.967, -3.336, -0.419], [-0.316, 0.823, -0.816], [-4.515, -1.156, -0.334], [2.069, 1.366, 0.773], [-1.471, -0.240, 3.879], [3.645, -1.638, -2.646], [1.694, -3.853, -3.055], [1.899, 1.100, -0.963], [-1.917, 2.656, 0.170], [3.791, -0.913, 1.051], [4.776, 4.972, 1.527], [-5.491, -2.009, 1.490], [-2.298, 4.297, -3.163], [3.303, 3.152, 1.632], [-2.466, -1.570, 3.374], [-1.343, 1.868, -2.685], [1.725, 3.410, -0.807], [-4.646, -0.952, 2.660], [-2.272, 1.687, 3.277], [1.116, -1.205, 4.441], [-3.290, 3.960, -1.724], [-0.255, -2.251, 1.977], [-0.805, 1.561, 1.584], [5.120, -2.342, -0.083], [0.873, -3.890, -0.223], [5.509, -0.971, -1.118], [1.988, -2.791, 2.541], [1.505, -2.231, -2.453], [3.409, 3.202, -1.245], [0.345, -4.829, -1.607], [-3.150, 1.787, -0.688], [-0.488, -2.636, 3.636], [2.228, 4.434, 1.119], [-0.772, 3.263, -1.766], [4.334, 0.940, -1.214], [0.915, -0.032, 3.117], [3.460, -4.391, -1.768], [3.074, -1.584, 3.181], [-6.560, 0.032, 0.688], [-1.515, -3.635, -0.923], [0.075, -1.094, -1.386], [-7.044, -0.423, 2.147], [-4.280, 0.440, 0.316], [-5.519, 1.596, -2.984], [-0.042, -1.792, 0.198], [4.916, -2.855, -2.452], [5.013, 4.273, -0.049], [2.653, -0.999, -0.285], [4.548, 1.153, 0.529]], "forces_ev_per_angstrom": [[-0.264, -0.193, 0.213], [-0.027, 0.084, 0.258], [-0.313, -0.034, -0.214], [0.429, 0.855, -0.694], [-0.141, -0.391, 0.223], [0.061, -0.513, 0.092], [-0.247, 0.132, 0.073], [0.194, -0.146, -0.034], [0.359, 1.026, 1.370], [0.287, 0.217, -0.365], [-0.033, -0.227, 0.287], [-0.367, -0.023, 0.516], [0.407, 0.204, 0.703], [0.036, -0.026, 0.430], [-0.890, 0.286, -1.212], [0.486, -0.435, -0.614], [0.141, -0.575, 0.098], [1.127, 0.989, -0.540], [0.525, -0.387, 0.085], [0.051, -0.405, 0.502], [-0.361, -0.488, -0.026], [-0.759, -0.933, -0.935], [-0.115, -0.398, 0.342], [-0.207, 0.048, -0.404], [-0.563, 0.345, -0.653], [-0.601, -0.218, 0.060], [0.528, -0.406, 0.172], [0.243, 0.101, -0.313], [-0.400, 0.154, -0.359], [-0.407, 0.308, 0.087], [-0.326, -0.213, -0.269], [0.395, -0.441, 0.183], [0.021, 0.007, 0.046], [-0.259, 0.659, -0.415], [0.808, 0.348, 0.163], [-0.268, -0.112, 0.449], [0.116, 0.108, -0.154], [-0.049, -0.186, 0.341], [-0.292, 0.198, -0.085], [0.046, -0.226, 0.156], [-0.052, -0.357, -0.277], [0.093, 0.026, -0.198], [-0.146, -0.007, 0.138], [-0.001, 0.281, -0.064], [-0.027, 0.047, -0.137], [-0.043, 0.221, -0.292], [-0.065, -0.103, -0.037], [-0.101, 0.138, 0.072], [0.055, 0.059, -0.316], [-0.033, 0.241, 0.060], [0.242, -0.305, 0.287], [0.056, 0.151, -0.053], [0.028, -0.162, 0.033], [-0.213, 0.061, -0.186], [0.092, -0.061, -0.058], [-0.039, 0.084, -0.191], [-0.079, -0.191, 0.174], [0.247, -0.175, -0.077], [-0.256, 0.257, 0.211], [-0.079, 0.340, -0.114], [-0.020, 0.078, -0.050], [0.402, -0.055, 0.522], [0.150, -0.053, 0.006], [0.027, 0.044, 0.142], [0.217, -0.007, 0.049], [0.037, -0.159, 0.089], [0.022, 0.152, 0.173], [0.058, -0.007, -0.130], [0.061, -0.191, 0.194], [-0.087, -0.250, 0.035], [-0.077, -0.153, -0.044], [-0.107, -0.005, 0.219], [0.266, -0.174, 0.112], [0.073, 0.159, -0.079], [-0.014, 0.213, 0.337], [0.056, -0.222, 0.354], [0.141, 0.207, -0.030], [-0.032, 0.116, 0.000], [-0.304, 0.088, -0.054], [0.065, 0.116, 0.020], [0.059, 0.088, 0.186], [0.044, 0.124, -0.035], [-0.141, -0.048, 0.094], [-0.130, 0.057, 0.088], [-0.002, 0.132, -0.352], [0.080, 0.057, -0.161], [-0.065, -0.153, -0.140], [0.170, 0.202, -0.086]], "lowdin_charge": [1.01, 0.89, 1.04, 0.56, -0.17, -0.31, -0.26, 0.01, -0.35, -0.25, -0.30, -0.21, -0.29, -0.21, -0.11, -0.23, -0.20, -0.66, -0.20, -0.21, -0.19, -0.66, -0.10, -0.20, -0.33, -0.09, -0.25, -0.23, -0.20, -0.20, -0.24, -0.20, -0.19, -0.19, -0.21, 0.02, 0.07, 0.10, 0.09, 0.09, 0.12, 0.08, 0.10, 0.11, 0.11, 0.12, 0.10, 0.11, 0.08, 0.07, 0.10, 0.11, 0.10, 0.10, 0.10, 0.09, 0.06, -0.06, 0.11, 0.12, 0.07, 0.11, 0.11, 0.10, 0.11, 0.09, 0.10, 0.11, 0.12, 0.08, 0.13, 0.10, 0.11, 0.12, 0.09, 0.12, 0.09, 0.07, 0.06, 0.11, 0.08, 0.07, 0.11, 0.09, 0.11, 0.07, 0.09, 0.12], "lumo_energy_ev": -3.54, "charge": 1, "energy_ev": -141172.2797, "orbital_gap_ha": 0.3328, "smiles": "CCCCCCCCCCCCC[C@]1(Br)[C@@H](CCCS(=O)(=O)O)C[N@+](S)(CCCC)[C@@]1(Cl)CCN"}